No. 1
{
  "formula": "C4H11N3O",
  "method": "ωB97M-V/def2-TZVPD",
  "elements": ["C", "C", "C", "C", "H", "H", "H", "H", "H", "H", "H", "H", "H", "H", "H", "N", "N", "N", "O"],
  "coordinates": [[2.18, 1.56, 0.76], [0.33, 0.21, -0.24], [-1.99, 0.22, 0.57], [-1.13, -1.83, -0.34], [2.98, 0.81, 0.56], [2.46, 2.21, 1.54], [2.24, 2.19, -0.11], [0.70, 0.65, 1.65], [1.44, -0.96, -2.73], [-1.77, 1.07, 1.19], [-2.64, -0.30, 1.43], [-2.65, 0.36, -0.26], [-1.23, -1.71, -1.42], [-0.51, -2.62, 0.18], [-2.14, -1.95, 0.02], [0.85, 1.06, 0.70], [1.05, 0.16, -1.33], [-0.78, -0.52, 0.23], [0.61, -0.61, -2.38]],
  "gap_ev": 9.09,
  "smiles": "CN/C(=N/O)N(C)C",
  "e_homo_ha": -0.2994,
  "de_lowest_kj_mol": 414.8,
  "total_energy_ha": -398.39618,
  "multiplicity": 1
}

No. 2
{
  "formula": "C4H11N3O",
  "method": "ωB97M-V/def2-TZVPD",
  "elements": ["C", "C", "C", "N", "N", "C", "N", "O", "H", "H", "H", "H", "H", "H", "H", "H", "H", "H", "H"],
  "coordinates": [[2.16, -0.07, 0.60], [-1.09, 1.00, 1.23], [-0.39, 1.20, -1.12], [-0.52, 0.36, 0.06], [1.71, -1.24, 0.29], [-0.93, -1.01, -0.13], [-0.60, -1.55, -1.36], [-1.64, -1.58, 0.67], [1.36, -1.76, 1.09], [0.32, -1.31, -1.70], [-0.71, -2.55, -1.35], [2.65, 0.49, -0.20], [2.41, 0.26, 1.61], [-0.44, 1.82, 1.56], [-2.08, 1.40, 1.02], [-0.54, 2.25, -0.86], [0.60, 1.07, -1.54], [-1.18, 0.26, 2.02], [-1.12, 0.96, -1.90]],
  "gap_ev": 9.70,
  "smiles": "CN(C)C(N)=O.C=N",
  "e_homo_ha": -0.3237,
  "de_lowest_kj_mol": 170.3,
  "total_energy_ha": -398.48932,
  "multiplicity": 1
}

No. 3
{
  "formula": "C4H11N3O",
  "method": "ωB97M-V/def2-TZVPD",
  "elements": ["C", "C", "C", "C", "H", "H", "H", "H", "H", "H", "H", "H", "H", "H", "H", "N", "N", "N", "O"],
  "coordinates": [[1.83, -1.30, -0.59], [1.27, 1.84, 0.59], [-0.81, 0.88, -0.65], [-1.67, -0.60, -0.53], [1.39, -1.50, -1.64], [2.53, -0.53, -0.77], [2.31, -2.03, -0.01], [0.23, -0.99, 0.69], [0.48, 2.72, 0.67], [2.24, 2.32, 0.01], [1.21, 1.26, 1.62], [-2.54, -0.19, -0.77], [-1.37, -1.22, -1.41], [-2.63, -1.72, 1.23], [-2.39, -0.04, 1.26], [0.88, -0.45, 0.33], [0.52, 0.75, -0.21], [-1.88, -1.03, 0.78], [-1.60, 1.85, -0.58]],
  "gap_ev": 9.80,
  "smiles": "CNN(C)C(=O)CN",
  "e_homo_ha": -0.3270,
  "de_lowest_kj_mol": 642.4,
  "total_energy_ha": -398.30948,
  "multiplicity": 1
}

No. 4
{
  "formula": "C4H11N3O",
  "method": "ωB97M-V/def2-TZVPD",
  "elements": ["O", "C", "N", "C", "N", "C", "N", "C", "H", "H", "H", "H", "H", "H", "H", "H", "H", "H", "H"],
  "coordinates": [[-0.57, -2.29, 1.42], [-0.41, -1.17, 0.93], [-1.42, -0.18, 0.94], [-1.33, 1.16, 0.41], [-1.98, 2.08, 1.31], [0.89, -0.75, 0.26], [0.73, -0.67, -1.25], [2.08, -1.00, -1.85], [-2.40, -0.51, 1.07], [-1.79, 1.17, -0.59], [-0.34, 1.51, 0.18], [-2.44, 2.96, 0.81], [-1.72, 2.17, 2.21], [1.60, -1.51, 0.56], [1.37, 0.00, 0.79], [0.43, 0.31, -1.50], [2.17, -2.08, -1.82], [2.34, -0.40, -2.75], [2.82, -0.78, -1.15]],
  "gap_ev": 9.79,
  "smiles": "CNCC(=O)NCN",
  "e_homo_ha": -0.3345,
  "de_lowest_kj_mol": 247.9,
  "total_energy_ha": -398.45975,
  "multiplicity": 1
}

No. 5
{
  "formula": "C4H11N3O",
  "method": "ωB97M-V/def2-TZVPD",
  "elements": ["C", "O", "H", "H", "H", "H", "C", "C", "C", "N", "N", "N", "H", "H", "H", "H", "H", "H", "H"],
  "coordinates": [[-2.49, 0.50, 0.19], [-1.13, 0.89, 0.37], [-0.52, 0.73, -0.50], [-3.06, 0.84, 1.05], [-2.90, 0.95, -0.72], [-2.56, -0.59, 0.11], [2.01, 0.87, -1.06], [0.13, -0.69, 0.70], [0.89, -0.13, -0.98], [0.95, -0.24, 1.70], [-0.50, -1.77, 0.61], [0.65, -0.89, -1.95], [1.32, 0.69, 1.58], [0.63, -0.44, 2.64], [-0.19, -2.52, 1.22], [-0.09, -1.57, -1.72], [2.44, 0.87, -2.07], [2.79, 0.63, -0.34], [1.64, 1.87, -0.82]],
  "gap_ev": 9.28,
  "e_homo_ha": -0.3095,
  "de_lowest_kj_mol": 425.3,
  "total_energy_ha": -398.39217,
  "multiplicity": 1
}

No. 6
{
  "formula": "C4H11N3O",
  "method": "ωB97M-V/def2-TZVPD",
  "elements": ["C", "C", "C", "O", "H", "H", "H", "H", "H", "H", "N", "N", "C", "N", "H", "H", "H", "H", "H"],
  "coordinates": [[1.41, -0.76, 1.06], [1.67, 0.95, -0.76], [0.67, 0.26, 0.19], [-0.07, 1.17, 0.93], [1.92, -1.51, 0.45], [0.72, -1.26, 1.74], [2.14, -0.23, 1.67], [2.43, 1.44, -0.16], [1.17, 1.71, -1.35], [2.14, 0.22, -1.43], [-2.48, 0.94, -0.11], [-1.34, -1.33, 0.02], [-0.56, -0.29, -0.62], [-1.26, 1.01, -0.53], [-2.69, 0.18, 0.55], [-2.93, 1.84, 0.03], [-1.77, -1.95, -0.65], [-0.81, -1.90, 0.67], [-0.36, -0.49, -1.68]],
  "gap_ev": [9.39, 9.39],
  "e_homo_ha": [-0.3146, -0.3147],
  "de_lowest_kj_mol": 391.5,
  "total_energy_ha": -398.40507,
  "multiplicity": 1
}